[1]
# C27H30N2OS

One molecule with the formula C27H30N2OS (ωB97M-V/def2-TZVPD, the OMol25 dataset).

- structure (SMILES) = O=C1CCN(CCc2ccccc2)CCN1[C@H](CSc1ccccc1)c1ccccc1
- energy relative to the best compared isomer or geometry (same formula, charge and spin) (kJ/mol) = 0.4
- HOMO energy (eV) = -8.2

Geometry (Å):
O -1.6001 2.5476 -1.9188
C -1.2443 1.4285 -1.5980
C -2.2469 0.3089 -1.4060
C -2.3416 -0.1712 0.0452
N -1.3515 -1.1868 0.3555
C -1.6953 -1.9326 1.5554
C -2.7416 -3.0179 1.2606
C -2.9407 -3.8790 2.4737
C -2.1543 -5.0055 2.6794
C -2.3114 -5.7790 3.8155
C -3.2567 -5.4328 4.7659
C -4.0431 -4.3101 4.5727
C -3.8841 -3.5392 3.4348
C -0.0139 -0.6298 0.4032
C 0.4746 -0.2104 -0.9885
N 0.0564 1.1177 -1.3785
C 1.0630 2.1632 -1.5639
C 0.8908 3.2889 -0.5470
S 1.1132 2.7049 1.1637
C 2.7553 2.0347 1.1699
C 3.7739 2.5131 0.3565
C 5.0314 1.9390 0.4225
C 5.2865 0.9020 1.3032
C 4.2743 0.4394 2.1289
C 3.0129 0.9981 2.0615
C 1.0445 2.6378 -3.0056
C 1.4723 1.7393 -3.9777
C 1.4636 2.0855 -5.3158
C 1.0268 3.3412 -5.7015
C 0.5980 4.2395 -4.7410
C 0.6044 3.8922 -3.4005
H -2.0071 -0.5384 -2.0495
H -3.2124 0.7150 -1.7114
H -3.3277 -0.6149 0.1892
H -2.2587 0.6959 0.7252
H -2.0602 -1.2747 2.3615
H -0.7932 -2.4299 1.9205
H -3.6888 -2.5591 0.9749
H -2.3830 -3.6155 0.4216
H -1.4164 -5.2803 1.9387
H -1.6958 -6.6551 3.9596
H -3.3814 -6.0367 5.6526
H -4.7831 -4.0348 5.3100
H -4.5023 -2.6647 3.2877
H 0.6610 -1.4061 0.7715
H 0.0511 0.2368 1.0822
H 1.5662 -0.2302 -0.9876
H 0.1230 -0.9490 -1.7166
H 2.0386 1.6930 -1.3877
H -0.1290 3.6693 -0.5711
H 1.5898 4.1019 -0.7389
H 3.6013 3.3345 -0.3220
H 5.8172 2.3137 -0.2169
H 6.2704 0.4604 1.3496
H 4.4661 -0.3643 2.8242
H 2.2175 0.6422 2.6985
H 1.8126 0.7565 -3.6806
H 1.7978 1.3745 -6.0572
H 1.0174 3.6154 -6.7461
H 0.2484 5.2181 -5.0350
H 0.2445 4.5995 -2.6721

Löwdin atomic charge list, values in e, 5 entries: 0.07 -0.45 -0.06 -0.17 -0.18


[2]
# C54H43ClN3O2OsP3Te

C54H43ClN3O2OsP3Te as an isolated structure (ωB97M-V/def2-TZVPD, the OMol25 dataset).

- charge = +2
- energy relative to the best compared isomer or geometry (same formula, charge and spin) (kJ/mol) = 119.5
- HOMO energy (alpha / beta) (eV) = -12.6 / -12.6

Geometry (Å):
Os 0.2653 0.2203 1.1129
Cl 2.1727 -0.0927 2.4320
C 2.0513 0.8391 3.9283
C 3.0906 0.7515 4.8340
C 3.0153 1.5176 5.9864
C 1.9182 2.3410 6.2095
C 0.8778 2.3807 5.2964
C 0.9313 1.6177 4.1309
P -0.3911 1.6912 2.8717
C -0.4122 3.4879 2.5865
C 0.6926 4.0107 1.9100
C 0.8177 5.3771 1.7329
C -0.1658 6.2334 2.2178
C -1.2704 5.7168 2.8756
C -1.3943 4.3449 3.0700
C -1.9051 1.2582 3.7579
C -3.1292 1.5986 3.1767
C -4.3148 1.2592 3.8068
C -4.2858 0.5715 5.0141
C -3.0730 0.2011 5.5762
C -1.8811 0.5308 4.9460
H 3.9359 0.1024 4.6449
H 3.8243 1.4762 6.7032
H 1.8718 2.9469 7.1044
H 0.0121 3.0067 5.4798
H 1.4538 3.3423 1.5227
H 1.6845 5.7798 1.2238
H -0.0682 7.3028 2.0830
H -2.0362 6.3796 3.2574
H -2.2495 3.9595 3.6090
H -3.1488 2.1456 2.2400
H -5.2627 1.5377 3.3652
H -5.2118 0.3179 5.5134
H -3.0546 -0.3404 6.5132
H -0.9377 0.2340 5.3870
O -1.5469 0.0165 0.2095
N -2.1997 1.0286 -0.3054
N -1.4807 2.0426 -0.4537
O -0.2303 2.1012 -0.1063
C -2.0739 3.2213 -1.0518
C -3.3224 3.1515 -1.6588
C -3.8492 4.2965 -2.2285
C -3.1297 5.4870 -2.2060
C -1.8839 5.5334 -1.6019
C -1.3486 4.3970 -1.0128
H -3.8593 2.2139 -1.6852
H -4.8269 4.2609 -2.6904
H -3.5479 6.3765 -2.6579
H -1.3264 6.4603 -1.5833
H -0.3880 4.4185 -0.5187
Te -0.4319 -4.4161 -1.4906
C 1.1987 -5.0101 -2.7039
C 1.6093 -4.2446 -3.7834
C 2.7303 -4.6659 -4.4905
N 3.4183 -5.7586 -4.1747
C 3.0204 -6.4813 -3.1306
C 1.9085 -6.1508 -2.3622
C 0.1851 -2.3448 -1.5507
P 1.0411 -1.6796 -0.0517
C 0.7208 -2.8875 1.2631
C 1.6286 -3.8274 1.7429
C 1.2131 -4.7685 2.6718
C -0.0933 -4.7602 3.1488
C -0.9855 -3.7873 2.7213
C -0.5830 -2.8527 1.7782
C 2.7935 -1.7954 -0.5093
C 3.3578 -3.0129 -0.9008
C 4.6872 -3.0707 -1.2864
C 5.4528 -1.9121 -1.3216
C 4.8894 -0.6934 -0.9667
C 3.5678 -0.6352 -0.5506
P -1.0156 -1.3363 -2.2213
C -1.6929 -2.0538 -3.7427
C -1.1029 -1.7586 -4.9731
C -1.6137 -2.3359 -6.1232
C -2.7106 -3.1876 -6.0542
C -3.3112 -3.4605 -4.8330
C -2.8096 -2.8879 -3.6753
C -0.3217 0.2313 -2.7666
C 1.0199 0.5761 -2.6049
C 1.4623 1.8157 -3.0325
C 0.5798 2.7091 -3.6267
C -0.7548 2.3627 -3.8046
C -1.2104 1.1344 -3.3606
H 1.0817 -3.3435 -4.0710
H 3.0839 -4.1064 -5.3500
H 3.6155 -7.3563 -2.8952
H 1.6270 -6.7655 -1.5163
H 2.6563 -3.8201 1.4060
H 1.9135 -5.5133 3.0278
H -0.4127 -5.5110 3.8603
H -1.9932 -3.7579 3.1157
H -1.2887 -2.1064 1.4227
H 2.7583 -3.9135 -0.9059
H 5.1229 -4.0216 -1.5663
H 6.4867 -1.9580 -1.6381
H 5.4785 0.2129 -1.0232
H 3.1346 0.3171 -0.2668
H -0.2498 -1.0948 -5.0290
H -1.1535 -2.1173 -7.0781
H -3.1088 -3.6275 -6.9593
H -4.1771 -4.1071 -4.7830
H -3.2960 -3.0657 -2.7254
H 1.7229 -0.1398 -2.2081
H 2.5029 2.0883 -2.9069
H 0.9329 3.6790 -3.9525
H -1.4404 3.0566 -4.2736
H -2.2539 0.8649 -3.4857

Löwdin atomic charge list, values in e, 5 entries: 0.79 0.76 -0.56 -0.08 -0.04


[3]
# H10O5

A 5-piece molecular cluster, H10O5 overall (ωB97M-V/def2-TZVPD, the OMol25 dataset).

- structure (SMILES) = O.O.O.O.O
- energy relative to the best compared isomer or geometry (same formula, charge and spin) (kJ/mol) = 119.6
- HOMO energy (eV) = -10.8

Geometry (Å):
O 2.0769 1.2107 0.6540
H 2.7891 0.8147 1.1629
H 1.3416 0.5828 0.6920
O 2.2623 -2.4093 0.7006
H 1.9956 -3.1774 1.2139
H 2.1761 -1.6661 1.3036
O -0.5701 -0.0082 1.0445
H -1.1553 -0.3244 0.3371
H -0.5641 -0.7116 1.6996
O -0.4121 2.2965 -2.0020
H -1.2266 2.7231 -2.2817
H -0.6437 1.8135 -1.2021
O -2.3443 -0.5600 -1.0489
H -2.9928 -0.2930 -0.3864
H -2.7326 -0.2912 -1.8873

Löwdin atomic charge list, values in e, 5 entries: -0.06 0.02 -0.02 -0.05 0.03


[4]
# C11H17N5O4

One molecule with the formula C11H17N5O4 (ωB97M-V/def2-TZVPD, the OMol25 dataset).

- structure (SMILES) = NC(=O)CC[C@H](N)C(=O)N[C@@H](Cc1c[nH]cn1)C(=O)O
- energy relative to the best compared isomer or geometry (same formula, charge and spin) (kJ/mol) = 175.3
- HOMO energy (eV) = -9.1

Geometry (Å):
N -1.0223 -2.4141 -3.8004
C -0.3950 -3.0350 -2.7311
O -0.6093 -4.1508 -2.3339
C 0.8099 -2.3086 -2.2063
C 0.4772 -1.1701 -1.2056
C -0.2724 -0.0524 -1.8143
N 0.2924 0.2314 -3.1200
C -0.1964 1.3209 -0.9587
O 0.5191 2.2995 -1.2549
N -0.9761 1.2419 0.1180
C -0.6467 2.0724 1.2595
C 0.7211 1.5525 1.9614
C 0.4466 0.2394 2.6106
C 1.0588 -0.2464 3.7426
N 0.4779 -1.4830 3.9230
C -0.4643 -1.6625 2.9479
N -0.5952 -0.6015 2.1999
C -0.7920 3.5719 1.1204
O -1.7120 4.2745 0.8669
O 0.4056 4.1525 1.3342
H -0.9323 -1.3924 -3.9504
H -1.8811 -2.9053 -4.1223
H 1.2904 -3.1239 -1.6197
H 1.5075 -1.9541 -2.9851
H 1.4167 -0.6850 -0.8783
H 0.0555 -1.6232 -0.3625
H -1.3223 -0.3725 -1.9820
H 1.2934 0.3632 -3.0250
H -0.1910 1.0758 -3.3090
H -1.4999 0.3728 0.3403
H -1.4691 1.9131 1.9750
H 1.5169 1.5949 1.1716
H 1.0454 2.3004 2.7433
H 1.7950 0.1109 4.4235
H 0.7050 -2.1138 4.7384
H -1.2086 -2.5271 3.0200
H 0.3516 5.1332 1.1631

Löwdin atomic charge list, values in e, 5 entries: 0.15 -0.57 0.06 -0.11 -0.16


Number 1: largest force on an atom 0.6 eV/A, E -44349.56607 eV. Number 2: largest force on an atom 2.8 eV/A, E -115392.38607 eV. Number 3: largest force on an atom 0.5 eV/A, E -10399.61032 eV. Number 4: largest force on an atom 2.9 eV/A, E -27323.95664 eV.